An isolated molecule of C6H7BrN2O2S in a non-equilibrium geometry, computed with the ωB97M-V functional and the def2-TZVPD basis.

Calculated values
LUMO in eV: -0.69
DFT total energy in eV: -94284.8993
Maximum force in eV/A: 5.453
Relative energy (zero: lowest compared OMol25 entry of this formula, charge and spin) in eV: 3.220
SMILES: NS(=O)(=O)N(Br)c1ccccc1
Frontier orbital gap in eV: 7.8

```
19
Properties=species:S:1:pos:R:3:lowdin_charge:R:1
N 3.416 -1.076 0.264 -0.07
S 1.890 -0.868 -0.421 0.60
O 2.124 -0.370 -1.720 -0.29
O 1.208 -2.073 -0.205 -0.26
N 1.097 0.744 0.807 -0.61
Br 2.003 2.249 0.641 0.80
C -0.237 0.532 0.418 -0.44
C -0.812 1.450 -0.477 -0.05
C -2.065 1.087 -1.030 -0.03
C -2.704 -0.082 -0.465 -0.07
C -2.194 -0.770 0.620 -0.09
C -0.927 -0.506 1.037 -0.06
H 3.777 -0.240 -0.169 0.03
H 3.334 -1.171 1.293 0.09
H -0.393 2.390 -0.755 0.07
H -2.516 1.656 -1.786 0.08
H -3.682 -0.242 -0.846 0.08
H -2.794 -1.610 1.014 0.12
H -0.523 -1.100 1.781 0.10
```